(1)
One molecule with the formula C6H11N. Source: OMol25; level of theory: ωB97M-V/def2-TZVPD.

The strongest force on any atom comes out at 0.05811 Eh/bohr. The orbital gap is 9.33 eV. For the electronic energy, the calculation gives -289.880395 a.u. Its structure (SMILES) is C=C1[C@@H](N)C1(C)C. As for the net charge: 0. The energy relative to the best compared isomer or geometry (same formula, charge and spin) comes out at 239.7 kJ/mol.

Last column: Löwdin charge in e.
Element x y z (Å)
C -1.69 -1.30 1.24  0.047
C -1.00 -0.38 0.61  -0.149
C -0.14 0.77 0.87  -0.309
N 1.05 0.73 1.70  0.045
C 0.04 0.16 -0.50  -0.399
C 1.11 -0.85 -0.85  -0.050
C -0.40 0.99 -1.68  -0.056
H -2.18 -2.10 0.71  0.052
H -1.84 -1.27 2.31  0.060
H -0.61 1.75 0.91  0.140
H 1.32 -0.22 1.95  0.070
H 1.75 1.44 1.50  0.076
H 0.77 -1.51 -1.64  0.084
H 1.35 -1.47 0.01  0.074
H 2.01 -0.34 -1.19  0.081
H -1.13 1.75 -1.39  0.076
H -0.87 0.36 -2.43  0.078
H 0.45 1.50 -2.14  0.080

(2)
A 10-piece molecular cluster, C25H72F3N5O15S overall. Source: OMol25; level of theory: ωB97M-V/def2-TZVPD.

The strongest force on any atom comes out at 0.08194 Eh/bohr. The orbital gap (spin up / spin down) is 8.32 / 3.13 eV. For the electronic energy, the calculation gives -3095.277290 a.u. As for the net charge: +1. Its spin multiplicity is 2. The expectation value of S² is 0.758.

Last column: Löwdin charge in e.
Element x y z (Å)
N -2.24 -15.93 -14.55  0.305
H -2.23 -16.89 -14.85  0.145
H -3.18 -15.58 -14.42  0.055
H -1.70 -15.39 -15.21  0.057
H -1.78 -15.85 -13.65  0.142
C -3.09 -11.70 -12.79  -0.607
F -2.75 -12.86 -13.48  0.070
F -2.12 -11.45 -11.98  0.171
F -3.20 -10.66 -13.58  0.148
S -4.77 -11.89 -11.75  0.535
O -4.85 -13.32 -11.53  -0.318
O -4.68 -11.03 -10.55  -0.331
O -5.82 -11.48 -12.62  -0.301
C -5.40 -8.41 -9.02  -0.189
C -6.76 -8.07 -8.42  -0.194
O -7.73 -9.09 -8.54  -0.004
O -4.61 -9.34 -8.26  -0.027
H -4.76 -7.54 -9.06  0.137
H -5.43 -8.88 -10.01  0.097
H -7.14 -7.26 -9.05  0.129
H -6.68 -7.70 -7.40  0.134
H -7.23 -9.88 -8.34  0.031
H -5.01 -10.21 -8.38  0.018
C -9.42 -10.67 -12.41  -0.216
C -9.67 -9.64 -11.38  -0.251
O -10.77 -8.84 -11.87  -0.075
O -8.58 -11.63 -11.73  -0.090
H -8.95 -10.25 -13.30  0.117
H -10.39 -11.12 -12.65  0.131
H -8.80 -8.98 -11.41  0.113
H -10.01 -10.10 -10.46  0.126
H -10.87 -8.04 -11.35  0.081
H -7.71 -11.22 -11.77  0.024
C -5.29 -14.50 -14.39  -0.204
C -5.87 -15.50 -15.46  -0.212
O -4.77 -15.81 -16.28  -0.073
O -4.60 -15.25 -13.38  -0.108
H -6.14 -13.90 -14.05  0.114
H -4.57 -13.82 -14.85  0.106
H -6.65 -14.96 -16.00  0.117
H -6.46 -16.33 -15.07  0.124
H -5.14 -16.00 -17.14  0.095
H -4.56 -14.68 -12.61  0.024
C -2.30 -7.13 -15.52  -0.218
C -1.15 -8.03 -15.00  -0.249
O -1.06 -9.11 -15.86  -0.069
O -1.96 -6.53 -16.79  -0.060
H -2.64 -6.38 -14.81  0.117
H -3.15 -7.77 -15.74  0.101
H -1.32 -8.40 -13.99  0.111
H -0.20 -7.48 -15.06  0.123
H -0.42 -9.74 -15.52  0.065
H -1.58 -7.31 -17.19  0.066
C -9.03 -5.68 -15.74  -0.040
C -8.50 -6.07 -14.37  -0.449
C -7.08 -6.63 -14.21  -0.177
O -6.91 -7.47 -13.04  -0.187
C -5.62 -8.08 -12.93  -0.096
N -8.80 -5.09 -13.38  0.031
H -9.80 -4.92 -15.67  0.083
H -9.41 -6.54 -16.31  0.047
H -8.36 -5.25 -16.48  0.077
H -9.12 -6.89 -14.02  0.130
H -6.37 -5.81 -14.31  0.128
H -6.98 -7.19 -15.14  0.096
H -5.02 -7.47 -12.25  0.085
H -5.07 -8.12 -13.86  0.074
H -5.76 -9.07 -12.48  0.057
H -8.61 -5.37 -12.43  0.068
H -8.08 -4.38 -13.46  0.072
C -6.79 -14.02 -8.55  0.007
C -6.51 -12.72 -7.71  -0.235
C -5.01 -12.80 -7.14  -0.168
O -4.72 -13.83 -6.17  -0.149
C -3.30 -13.93 -6.08  -0.103
N -6.69 -11.69 -8.77  0.216
H -5.95 -14.54 -9.03  0.096
H -7.62 -13.97 -9.25  0.096
H -7.00 -14.72 -7.74  0.103
H -7.25 -12.50 -6.95  0.155
H -4.71 -11.90 -6.60  0.124
H -4.33 -12.70 -7.98  0.121
H -2.74 -13.01 -5.94  0.089
H -2.84 -14.20 -7.03  0.081
H -2.88 -14.68 -5.40  0.096
H -7.51 -12.01 -9.27  0.111
H -5.91 -11.84 -9.40  0.049
C -0.59 -15.92 -18.00  -0.030
C 0.09 -14.85 -17.14  -0.438
C -0.58 -13.42 -17.31  -0.072
O 0.26 -12.42 -16.52  -0.188
C 0.18 -12.42 -15.09  -0.114
N -0.04 -15.28 -15.83  -0.019
H -0.69 -15.52 -19.01  0.084
H -1.59 -16.25 -17.69  0.077
H 0.22 -16.66 -17.98  0.086
H 1.14 -14.62 -17.33  0.148
H -1.60 -13.39 -16.94  0.114
H -0.63 -13.05 -18.34  0.125
H 0.54 -13.32 -14.59  0.063
H -0.73 -12.04 -14.64  0.067
H 0.94 -11.65 -14.91  0.098
H 0.48 -16.13 -15.63  0.113
H 0.45 -14.81 -15.08  0.067
C -9.23 -8.33 -18.72  -0.075
C -8.53 -9.57 -18.31  -0.510
C -7.74 -9.39 -17.05  -0.181
O -6.98 -10.60 -16.72  -0.172
C -6.41 -10.57 -15.45  -0.122
N -9.52 -10.58 -18.14  0.055
H -8.55 -7.55 -19.07  0.081
H -9.88 -7.92 -17.96  0.075
H -9.62 -8.55 -19.72  0.089
H -7.87 -9.88 -19.13  0.151
H -8.51 -9.12 -16.32  0.120
H -7.15 -8.49 -17.15  0.123
H -6.31 -11.58 -15.05  0.070
H -7.00 -9.94 -14.78  0.070
H -5.44 -10.10 -15.61  0.090
H -8.80 -11.22 -17.81  0.059
H -9.99 -10.40 -17.27  0.076

(3)
One molecule with the formula C11H11O2P. Source: OMol25; level of theory: ωB97M-V/def2-TZVPD.

The strongest force on any atom comes out at 0.08433 Eh/bohr. The orbital gap is 8.66 eV. For the electronic energy, the calculation gives -917.454377 a.u. Its structure (SMILES) is CP(C)(=O)C(=O)C#Cc1ccccc1. As for the net charge: 0.

Last column: Löwdin charge in e.
Element x y z (Å)
C -2.00 1.27 0.82  -0.144
P -2.47 0.00 -0.37  0.555
C -4.36 -0.28 -0.29  -0.124
O -1.91 0.08 -1.70  -0.294
C -1.95 -1.65 0.35  -0.316
O -2.17 -2.69 0.82  0.135
C -0.22 -1.00 0.27  0.041
C 0.99 -0.89 0.36  -0.045
C 2.35 -0.60 0.22  -0.282
C 3.09 -1.35 -0.74  0.020
C 4.45 -1.01 -0.87  -0.083
C 4.99 0.10 -0.28  -0.105
C 4.28 0.71 0.69  -0.074
C 2.93 0.39 0.91  -0.046
H -0.96 1.40 0.71  0.028
H -2.58 2.04 0.34  0.053
H -2.29 1.16 1.86  0.073
H -4.25 -1.15 -0.94  0.045
H -4.64 -0.52 0.68  0.018
H -5.00 0.39 -0.80  0.028
H 2.64 -2.15 -1.33  0.119
H 5.12 -1.70 -1.18  0.071
H 6.06 0.13 -0.35  0.108
H 4.75 1.44 1.33  0.102
H 2.34 0.93 1.63  0.119

- Which formula does entry 1 have?
  C6H11N

- net charge of number 1 (C6H11N)?
  0